# 1
{"formula": "C7H17N3O14S2", "method": "wB97M-V/def2-TZVPD", "species": ["N", "H", "O", "H", "O", "H", "H", "H", "C", "H", "O", "C", "O", "O", "H", "H", "H", "C", "O", "O", "H", "H", "C", "O", "H", "H", "C", "N", "H", "O", "O", "O", "S", "O", "C", "O", "S", "N", "H", "C", "O", "H", "H"], "positions_angstrom": [[0.802, -4.359, 0.613], [0.203, 2.443, 2.812], [0.782, -0.526, -0.340], [2.688, -4.138, 1.392], [1.973, 0.380, -4.834], [0.487, 0.518, 3.983], [-1.779, 3.358, 0.639], [2.574, -3.507, -0.279], [0.887, 1.815, -3.430], [1.002, -0.368, -3.007], [-3.622, 4.219, -1.476], [0.966, 0.337, -3.838], [-3.902, -3.249, 3.977], [0.941, -0.504, 2.272], [-2.164, -1.517, 3.313], [-2.056, 1.871, -0.430], [2.194, 0.501, 3.831], [1.101, 1.878, 2.562], [0.476, -4.799, -0.534], [2.159, 2.260, -3.452], [-1.842, -2.372, 1.814], [0.040, 0.127, -4.373], [1.281, 0.538, 3.237], [3.574, 2.337, -5.546], [0.277, 2.407, -4.113], [-3.329, -1.344, 1.954], [-2.455, 2.790, -0.001], [-3.531, -3.122, 2.826], [-3.285, 2.598, 0.678], [-1.169, 0.244, 1.100], [-3.822, -3.843, 1.873], [4.219, 0.876, -3.686], [3.160, 1.471, -4.440], [1.113, 1.565, 1.131], [-2.638, -2.013, 2.466], [0.201, -4.426, 1.697], [0.259, 0.182, 0.844], [-2.573, 3.637, -1.255], [1.916, 2.591, 2.692], [2.052, -3.627, 0.670], [-1.581, 3.539, -1.946], [0.571, 1.838, -2.387], [1.855, -2.604, 0.991]], "lowdin_charge": [-0.398, 0.125, -0.242, 0.108, -0.187, 0.122, 0.095, 0.104, -0.231, 0.117, 0.085, -0.166, 0.072, -0.223, 0.096, 0.074, 0.135, -0.148, 0.051, -0.182, 0.084, 0.134, -0.158, -0.243, 0.140, 0.104, 0.034, -0.444, 0.098, -0.256, 0.060, -0.232, 0.707, -0.215, 0.010, 0.052, 0.760, -0.433, 0.137, 0.012, 0.055, 0.119, 0.069], "smiles": "C[N+](=O)[O-].C[N+](=O)[O-].C[N+](=O)[O-].O=S1(=O)OCCO1.O=S1(=O)OCCO1", "homo_ev": -11.11, "orbital_gap_ev": 10.676, "largest_force_ev_per_a": 4.0}

# 2
{"formula": "C7H17N4", "method": "wB97M-V/def2-TZVPD", "species": ["H", "H", "H", "H", "H", "C", "H", "H", "N", "H", "H", "H", "N", "H", "C", "C", "C", "H", "H", "C", "H", "H", "H", "N", "N", "C", "H", "C"], "positions_angstrom": [[-1.889, -1.988, -2.438], [-2.499, -3.063, 1.002], [3.778, 1.681, -1.258], [-0.811, -0.003, 1.948], [-1.107, 2.898, 0.306], [3.128, 1.690, -0.400], [2.262, 0.094, -2.260], [-0.902, -2.532, 1.585], [1.965, 1.138, -0.457], [-1.266, -3.571, -1.940], [0.584, 3.229, -0.120], [-0.008, 3.581, 1.514], [-0.740, -1.053, -0.427], [3.473, 2.135, 0.518], [-1.875, -2.722, -1.637], [-0.080, 2.892, 0.673], [1.179, 0.814, 0.609], [0.978, 1.323, -2.281], [-1.046, -3.957, 0.535], [1.459, 0.547, -1.683], [0.698, -0.200, -1.420], [-1.431, 1.622, 2.317], [0.030, 1.022, 3.123], [0.270, 1.553, 1.108], [-1.289, -2.110, -0.434], [-1.445, -2.970, 0.751], [-2.882, -3.071, -1.426], [-0.534, 1.021, 2.191]], "lowdin_charge": [0.091, 0.096, 0.080, 0.066, 0.115, 0.014, 0.102, 0.081, -0.231, 0.097, 0.102, 0.115, 0.126, 0.075, -0.019, 0.020, 0.082, 0.104, 0.094, -0.025, 0.029, 0.104, 0.112, -0.124, -0.368, -0.021, 0.092, -0.008], "de_lowest_kj_mol": 0.0, "s_squared": 2.01, "homo_ev": [-9.81, -11.58], "charge": 1, "multiplicity": 3, "orbital_gap_ev": [6.364, 5.920], "largest_force_ev_per_a": 6.8}

# 3
{"formula": "C7H17N4O", "method": "wB97M-V/def2-TZVPD", "species": ["C", "C", "H", "C", "H", "H", "H", "C", "H", "H", "H", "N", "H", "C", "H", "H", "N", "H", "H", "H", "O", "C", "H", "H", "C", "N", "H", "N", "H"], "positions_angstrom": [[0.624, -1.911, 1.264], [-0.503, 3.128, 0.062], [1.824, 2.605, -0.631], [-0.731, 0.255, 0.961], [1.579, 1.023, -1.499], [1.557, -3.319, 2.456], [-0.830, 2.122, -1.955], [1.266, 1.986, -1.338], [0.247, 0.663, 1.386], [-0.594, -0.241, -2.195], [-1.182, -3.185, -1.953], [-0.431, -0.407, -1.169], [-2.174, -1.306, -0.560], [-1.077, -1.549, -0.698], [0.209, 3.163, 0.752], [-1.444, 3.066, 0.571], [0.712, -2.855, 2.152], [-1.477, 0.600, 1.543], [-0.112, -3.061, 2.627], [1.613, -0.787, -0.111], [-0.723, -2.792, -1.185], [-0.294, 1.989, -0.901], [1.220, 2.576, -2.216], [-0.499, 4.023, -0.496], [-0.718, -1.308, 0.931], [-0.856, 0.738, -0.466], [-1.433, -1.564, 1.617], [1.662, -1.598, 0.520], [2.564, -2.054, 0.530]], "lowdin_charge": [-0.499, -0.033, 0.092, -0.030, 0.031, 0.118, 0.185, 0.018, 0.168, 0.199, 0.134, 0.097, 0.178, -0.345, 0.039, 0.094, 0.136, 0.088, 0.085, 0.085, 0.055, -0.333, 0.073, 0.094, -0.100, 0.019, 0.108, 0.131, 0.114], "de_lowest_kj_mol": 0.0, "s_squared": 2.01, "homo_ev": [-7.34, -12.63], "charge": 1, "multiplicity": 3, "orbital_gap_ev": [4.702, 6.353], "largest_force_ev_per_a": 5.4}

# 4
{"formula": "C7H17N5S", "method": "wB97M-V/def2-TZVPD", "species": ["C", "H", "C", "H", "H", "C", "N", "H", "H", "N", "H", "H", "H", "N", "H", "C", "N", "C", "C", "N", "H", "H", "H", "H", "H", "H", "S", "H", "H", "C"], "positions_angstrom": [[2.068, 0.718, 0.320], [-3.384, -1.305, -3.066], [-0.289, 0.631, -0.872], [-0.802, -2.634, 0.676], [1.706, 0.831, 2.447], [0.665, 0.264, 0.054], [-1.475, -0.055, -1.087], [-1.548, 0.178, 1.959], [-4.988, -1.861, -2.020], [0.083, -0.799, 0.992], [-0.337, -0.648, 3.001], [2.890, -1.065, -0.462], [-0.214, 2.743, -1.279], [-0.686, -1.694, 0.235], [-0.895, 2.034, -2.320], [3.000, -0.497, 0.425], [-0.126, 1.840, -1.696], [2.118, 1.467, 1.704], [-3.980, -1.315, -2.113], [-0.663, -0.378, 2.109], [1.344, 2.283, 1.855], [0.717, 1.871, -2.176], [2.813, -0.931, 1.399], [4.002, -0.123, 0.523], [3.055, 2.041, 1.906], [2.516, 1.485, -0.324], [-2.996, -2.244, -0.987], [-4.037, -0.206, -1.987], [1.092, -1.395, 1.394], [-1.650, -1.237, -0.610]], "lowdin_charge": [-0.349, 0.064, -0.183, 0.191, 0.043, -0.066, 0.097, 0.173, 0.091, -0.103, 0.111, 0.092, 0.182, 0.060, 0.186, -0.030, 0.312, -0.051, -0.382, 0.140, 0.103, 0.153, 0.080, 0.108, 0.118, 0.149, 1.016, 0.061, 0.303, -0.669], "de_lowest_kj_mol": 536.0, "smiles": "CSC1=NC([NH3+])=C(C(C)C)[N@@H+](N)N1", "homo_ev": -15.77, "charge": 2, "orbital_gap_ev": 8.495, "largest_force_ev_per_a": 4.3}

# 5
{"formula": "C7H17NO", "method": "wB97M-V/def2-TZVPD", "species": ["C", "C", "H", "H", "H", "C", "H", "N", "H", "C", "H", "H", "H", "C", "H", "H", "O", "H", "H", "C", "H", "H", "H", "H", "C", "H"], "positions_angstrom": [[0.068, -1.322, 1.254], [-0.975, 0.992, 0.881], [0.594, -2.135, 0.754], [-0.741, 0.184, -2.934], [-1.994, 1.064, 0.498], [-2.267, -1.494, -0.688], [-2.846, -1.139, -1.541], [-0.595, 0.545, -2.002], [-2.822, -1.313, 0.230], [-0.321, -0.459, -1.063], [-0.852, -1.719, 1.685], [0.954, 1.717, -1.588], [1.830, 1.388, 1.815], [-0.249, -0.197, 0.310], [3.368, 1.452, 0.957], [-1.367, 1.140, -1.728], [1.528, 1.884, -0.819], [-1.030, 0.932, 1.967], [0.679, -0.957, 2.080], [2.460, 0.853, 1.100], [2.759, -0.103, 1.527], [0.255, -1.290, -1.451], [-1.983, -2.541, -0.781], [2.252, -0.058, -0.867], [1.750, 0.659, -0.208], [-0.456, 1.916, 0.614]], "lowdin_charge": [-0.060, -0.045, 0.090, 0.104, 0.080, -0.050, -0.011, 0.062, -0.002, -0.254, 0.082, 0.063, 0.078, -0.420, 0.081, 0.101, -0.066, 0.087, 0.072, -0.090, 0.071, 0.129, -0.008, 0.117, -0.290, 0.080], "de_lowest_kj_mol": 478.6, "homo_ev": [-6.26, -6.26], "orbital_gap_ev": [7.025, 7.027], "largest_force_ev_per_a": 4.6}

# 6
{"formula": "C7H17NO", "method": "wB97M-V/def2-TZVPD", "species": ["C", "H", "N", "H", "H", "H", "H", "C", "O", "C", "C", "H", "C", "H", "H", "H", "H", "H", "H", "H", "H", "H", "C", "C", "H", "H"], "positions_angstrom": [[3.079, -1.277, 0.515], [-0.772, -0.828, 1.890], [-1.292, 0.331, 0.148], [-2.199, -1.148, 1.119], [-1.381, 0.119, -2.446], [-1.891, -1.097, -1.464], [-0.693, -1.802, 0.609], [0.026, 2.180, -1.185], [0.439, 1.295, 1.115], [-1.204, -0.832, 0.980], [2.701, -1.111, 1.978], [2.144, -1.559, -0.089], [-2.217, -0.191, -1.875], [4.014, -1.810, 0.383], [2.268, -2.032, 2.420], [3.479, -0.570, 2.476], [-3.474, 0.752, -0.167], [3.205, -0.300, -0.045], [-3.034, -0.646, -2.467], [1.868, -0.203, 2.120], [-0.324, 1.556, -2.133], [-2.602, 1.732, -0.783], [-0.072, 1.233, 0.023], [-2.462, 0.607, -0.551], [-0.600, 3.136, -1.156], [0.993, 2.463, -1.417]], "lowdin_charge": [-0.202, 0.033, -0.166, 0.075, 0.035, 0.035, 0.114, 0.004, 0.054, -0.078, -0.193, 0.074, -0.069, 0.051, 0.065, 0.037, 0.117, 0.067, 0.079, 0.099, 0.099, 0.125, -0.348, -0.258, 0.113, 0.038], "de_lowest_kj_mol": 451.4, "smiles": "CCN(C)C(C)=O.CC", "homo_ev": -8.42, "orbital_gap_ev": 9.189, "largest_force_ev_per_a": 5.4}

# 7
{"formula": "C7H17NO", "method": "wB97M-V/def2-TZVPD", "species": ["C", "H", "C", "H", "C", "H", "H", "C", "N", "H", "C", "C", "H", "H", "H", "H", "H", "C", "H", "H", "H", "H", "H", "H", "H", "O"], "positions_angstrom": [[1.609, -1.560, -2.030], [1.223, 0.992, 1.920], [-0.659, 2.374, 0.230], [-1.946, 0.567, 0.050], [0.941, -0.168, -2.090], [0.051, 2.119, 2.638], [0.397, 2.737, 0.649], [0.391, 0.871, 2.381], [-0.783, 0.104, 1.525], [2.710, -1.687, -2.038], [-0.115, -0.934, 0.745], [-0.897, -2.116, 0.156], [-0.034, -0.208, -2.585], [-1.751, -1.951, -0.485], [0.400, 0.204, 3.245], [0.737, 0.187, -1.041], [1.169, -2.270, -2.691], [-1.554, 1.231, 0.941], [-0.226, -2.850, -0.223], [1.462, 0.586, -2.592], [-0.679, 2.387, -1.006], [-1.448, -2.524, 1.056], [1.549, -1.972, -1.002], [-1.113, 3.386, 0.184], [-2.500, 1.495, 1.281], [1.068, -0.999, 0.782]], "lowdin_charge": [-0.153, -0.030, -0.128, 0.124, -0.139, 0.163, 0.095, -0.017, -0.071, 0.075, -0.516, 0.010, 0.069, 0.072, 0.074, 0.044, 0.048, -0.222, 0.062, 0.037, 0.113, 0.105, 0.033, 0.037, 0.072, 0.045], "de_lowest_kj_mol": 520.8, "smiles": "CCN(C)C(C)=O.CC", "homo_ev": -9.38, "orbital_gap_ev": 10.323, "largest_force_ev_per_a": 9.0}

# 8
{"formula": "C7H17NO", "method": "wB97M-V/def2-TZVPD", "species": ["H", "H", "C", "H", "H", "N", "C", "H", "O", "H", "C", "H", "H", "H", "H", "H", "H", "C", "H", "H", "H", "H", "C", "C", "C", "H"], "positions_angstrom": [[0.854, 0.710, 1.068], [-2.976, 2.115, 1.549], [1.948, -2.870, 0.802], [1.489, 2.781, -0.805], [1.647, -2.076, 1.517], [-0.686, 1.766, 0.211], [-3.120, 1.313, 0.735], [0.523, -0.010, -0.139], [-1.429, -0.337, 0.766], [2.230, -3.734, 1.417], [-0.937, 1.821, -1.202], [2.614, 2.178, 0.194], [-0.205, -3.347, 0.195], [0.760, -2.917, -1.131], [-3.863, 0.781, 1.289], [-1.980, 1.185, -1.686], [-0.210, 1.412, -1.958], [-1.762, 0.739, 0.558], [2.676, -2.483, 0.165], [-3.544, 1.911, -0.032], [2.276, 1.111, -1.377], [1.151, -4.409, -0.333], [1.931, 1.739, -0.394], [0.687, 1.053, 0.178], [0.815, -3.305, -0.131], [-0.890, 2.871, -1.455]], "lowdin_charge": [0.036, 0.121, -0.166, 0.111, 0.064, -0.066, -0.006, 0.113, 0.142, 0.067, -0.181, 0.003, 0.045, 0.043, 0.074, 0.176, 0.083, -0.540, 0.036, 0.063, 0.129, 0.092, -0.064, -0.265, -0.179, 0.066], "de_lowest_kj_mol": 511.9, "smiles": "CCN(C)C(C)=O.CC", "homo_ev": -9.37, "orbital_gap_ev": 10.296, "largest_force_ev_per_a": 7.8}